[1]
Entry from the OMol25 dataset: a molecular structure, C17H23F9NOPTi (the ωB97M-V functional and the def2-TZVPD basis).

Output
Kohn-Sham gap (spin up / spin down), eV: 6.894 / 7.098
HOMO energy (spin up / spin down), eV: -6.73 / -7.36
Spin multiplicity: 3
Net charge: 0
LUMO (spin up / spin down), eV: 0.16 / -0.26
DFT total energy, a.u.: -2881.05569
Energy relative to the best compared isomer or geometry (same formula, charge and spin), kJ/mol: 283.1

Element x y z (Å)
C (3.02, 2.83, -1.98)
C (1.66, 2.71, -2.27)
C (0.79, 1.83, -1.60)
C (1.33, 1.07, -0.53)
C (2.73, 1.09, -0.33)
C (3.57, 1.97, -1.04)
C (-0.67, 2.02, -1.96)
C (-1.47, 1.14, -2.97)
N (-1.18, -0.24, -3.30)
Ti (0.64, 0.00, 1.36)
C (3.40, 0.16, 0.67)
P (2.43, -1.46, 0.71)
H (1.26, 3.34, -3.06)
H (4.63, 2.04, -0.80)
H (3.66, 3.47, -2.60)
H (3.39, 0.65, 1.67)
H (4.42, -0.14, 0.34)
H (-1.25, 2.13, -1.03)
H (-0.67, 3.00, -2.47)
H (-2.49, 1.12, -2.58)
C (2.83, -2.35, 2.23)
C (2.99, -2.28, -0.79)
H (-1.47, 1.67, -3.93)
C (0.17, -0.66, -3.62)
C (-2.02, -1.28, -2.73)
H (0.28, -1.94, 0.89)
H (0.26, -0.95, -4.68)
H (0.89, 0.16, -3.42)
H (0.42, -1.56, -3.02)
H (-2.71, -1.73, -3.47)
H (-1.39, -2.11, -2.35)
H (-2.64, -0.85, -1.92)
H (4.01, -2.68, -0.71)
H (2.29, -3.09, -1.02)
H (2.96, -1.59, -1.64)
H (3.89, -2.57, 2.31)
H (2.51, -1.77, 3.11)
H (2.25, -3.28, 2.25)
H (0.03, -1.44, 0.37)
F (-3.87, -0.38, 0.69)
C (-3.26, -0.82, 1.82)
F (-4.18, -1.01, 2.79)
F (-2.73, -2.03, 1.50)
C (-2.18, 0.17, 2.29)
O (-1.15, 0.14, 1.37)
C (-2.85, 1.56, 2.39)
F (-4.04, 1.55, 3.03)
F (-2.04, 2.43, 3.03)
F (-3.01, 2.04, 1.12)
C (-1.70, -0.26, 3.68)
F (-2.57, 0.00, 4.67)
F (-1.39, -1.60, 3.72)
F (-0.51, 0.41, 3.96)

Mulliken population analysis, charges in e, atoms 1 to 2: C -0.882; C -0.520

---

[2]
Entry from the OMol25 dataset: a single Cl3F2NP2S molecule (the ωB97M-V functional and the def2-TZVPD basis).

Output
Kohn-Sham gap, eV: 7.583
HOMO energy, eV: -9.32
SMILES string: FP(F)(Cl)=NP(=S)(Cl)Cl
Net charge: 0
LUMO, eV: -1.73
DFT total energy, a.u.: -2716.12739
Energy relative to the best compared isomer or geometry (same formula, charge and spin), kJ/mol: 64.3

Element x y z (Å)
F (-1.20, -1.40, -1.50)
P (-1.07, -0.18, -0.48)
F (-1.75, 0.84, -1.47)
Cl (-2.22, -0.55, 1.39)
N (0.34, 0.39, -0.18)
P (1.70, -0.13, 0.63)
S (2.26, -1.97, 0.30)
Cl (1.33, 0.16, 2.55)
Cl (2.98, 1.32, 0.04)

Mulliken population analysis, charges in e, atoms 1 to 2: F -0.187; P 0.789

---

Q: Among the records above, which one has the highest energy relative to the best compared isomer or geometry (same formula, charge and spin)?
A: C17H23F9NOPTi

---

Q: Among the records above, which one has the highest energy relative to the best compared isomer or geometry (same formula, charge and spin)?
A: C17H23F9NOPTi

---

Q: Which formula does entry 2 have?
A: Cl3F2NP2S